Density functional theory data (the ωB97M-V functional and the def2-TZVPD basis) for a structure of composition C3H5NiO3 at a distorted geometry.

Last column: Mulliken spin population.
CARTESIAN COORDINATES (ANGSTROEM)
H -0.6827 0.8461 -1.6037  -0.015
C -0.6837 0.0195 -0.8785  0.252
C -1.1965 0.4299 0.4936  -0.028
O 0.0419 0.9944 1.0256  0.014
C 0.9946 0.3606 0.3041  -0.052
O 1.9521 0.7533 -0.4111  0.062
Ni 1.4643 -1.5273 -1.3699  2.748
O 1.2143 -0.9837 0.6671  0.000
H -1.4304 -0.6716 -1.3009  -0.006
H -1.5001 -0.4260 1.1125  0.003
H -1.9190 1.2576 0.4931  0.011
H 1.7452 -1.0527 1.4682  0.009

Properties
gap between HOMO and LUMO (spin up / spin down)	0.2851 / 0.2662	hartree
multiplicity	4
HOMO (spin up / spin down)	-7.4 / -8.6	eV